1.
Density functional theory data (wB97M-V/def2-TZVPD) for a structure of composition C36H45BN9OScSe2Te3 in a non-equilibrium geometry.

- HOMO: -5.7 eV
- Net charge: 0
- Gap between HOMO and LUMO: 4.8 eV
- LUMO energy: -0.90 eV
- Energy relative to the best compared isomer or geometry (same formula, charge and spin): 0.0 kcal/mol

Geometry as XYZ:
```
98
Properties=species:S:1:pos:R:3:mulliken_charge:R:1
Sc 13.06096 -11.57200 -8.83411 0.63
C 15.58011 -10.76646 -5.74491 -0.65
C 15.91167 -11.85922 -6.66182 0.45
C 17.06135 -12.70792 -6.51055 -1.57
C 16.95728 -13.64181 -7.50019 -0.16
N 15.86923 -13.37448 -8.32197 1.06
N 15.15651 -12.26732 -7.71041 0.28
B 15.37042 -14.14285 -9.56657 -0.02
N 13.96331 -14.64354 -9.23369 0.83
C 13.49127 -15.94722 -9.20258 -0.29
C 12.13878 -15.97576 -9.04048 -1.52
C 11.73942 -14.59211 -8.87011 0.59
C 10.39490 -14.10180 -8.48937 -1.09
N 12.81730 -13.80401 -8.99710 0.56
N 15.15520 -13.06581 -10.65917 0.36
C 15.60612 -13.13684 -11.93479 -0.09
C 15.21509 -12.02401 -12.65660 -1.61
C 14.45569 -11.24129 -11.75820 0.40
C 13.89623 -9.87775 -11.97767 -0.88
N 14.37611 -11.84462 -10.54713 0.22
N 16.38289 -15.27868 -9.97597 0.46
C 17.72251 -15.04627 -10.36244 -0.45
C 18.43642 -16.19490 -10.12752 -1.27
C 17.47862 -17.14965 -9.59825 0.72
C 17.64058 -18.58374 -9.22312 -1.14
N 16.28532 -16.55665 -9.52723 -0.86
H 16.51854 -10.41740 -5.25234 0.45
H 14.79701 -11.08326 -4.99804 -0.33
H 15.10405 -9.91862 -6.28257 -0.07
H 17.89641 -12.59257 -5.83286 0.46
H 17.52594 -14.53821 -7.72284 0.36
H 14.18453 -16.76363 -9.16016 0.55
H 11.48226 -16.83113 -9.07153 0.49
H 9.88542 -14.92175 -7.92812 0.34
H 9.77049 -13.82607 -9.42337 0.23
H 10.47822 -13.15147 -7.91115 0.00
H 16.13678 -14.01298 -12.26344 0.65
H 15.50237 -11.79535 -13.68576 0.42
H 14.73952 -9.20681 -12.28188 0.32
H 13.50816 -9.45251 -11.02168 -0.12
H 13.08808 -9.84532 -12.75006 0.28
H 17.98905 -14.12409 -10.82439 0.64
H 19.45117 -16.47860 -10.37083 0.42
H 18.71319 -18.87668 -9.23692 0.34
H 17.09015 -19.21385 -9.93217 0.26
H 17.20162 -18.83710 -8.23543 0.27
Se 11.08731 -11.30526 -10.81545 -0.47
Te 9.68488 -9.74835 -9.61242 -0.30
Te 11.57371 -7.45670 -9.16273 -0.10
Se 13.68836 -8.52030 -8.47128 -0.62
C 10.66309 -10.96837 -5.36078 -1.30
C 12.05430 -11.54119 -5.62779 0.29
O 12.45565 -11.46133 -6.85011 0.14
N 12.78769 -11.96037 -4.65643 -0.12
Te 11.95260 -12.82121 -3.01150 0.41
C 13.33442 -11.92820 -1.58090 0.68
C 12.76006 -11.06441 -0.63616 0.36
C 11.40843 -10.36145 -0.88338 -1.47
C 13.51363 -10.71581 0.46899 -0.88
C 14.82682 -11.19094 0.71290 0.26
C 15.60887 -10.68821 1.93303 -1.34
C 15.33844 -12.09410 -0.23971 -0.75
C 14.62314 -12.45155 -1.39897 1.14
C 15.21751 -13.48048 -2.34138 -1.12
C 12.33059 -14.99652 -3.20208 -0.29
C 11.60277 -15.86859 -2.34960 1.01
C 10.71517 -15.30911 -1.28073 -1.69
C 11.59946 -17.26182 -2.61448 -0.90
C 12.39955 -17.83297 -3.63026 0.41
C 12.52498 -19.32176 -3.83315 -1.33
C 13.08109 -16.90398 -4.44969 -0.54
C 13.09237 -15.51427 -4.28591 0.90
C 13.80778 -14.68501 -5.31670 0.48
H 10.39355 -10.25387 -6.11133 0.30
H 10.61263 -10.52941 -4.34562 0.29
H 9.92010 -11.82714 -5.35939 0.29
H 11.35468 -9.92252 -1.87181 0.26
H 11.27897 -9.57601 -0.12155 0.42
H 10.52022 -11.02523 -0.73484 0.33
H 13.08103 -9.98085 1.16268 0.25
H 15.05786 -10.05109 2.64725 0.34
H 16.48026 -10.09221 1.62131 0.31
H 16.02958 -11.50419 2.56429 0.32
H 16.32370 -12.49595 -0.08487 0.49
H 16.28456 -13.33725 -2.30381 0.55
H 14.95287 -13.31618 -3.37634 -0.23
H 14.96429 -14.51283 -2.04748 0.32
H 11.19210 -15.44033 -0.28101 0.31
H 9.75634 -15.83751 -1.19974 0.42
H 10.48506 -14.24217 -1.34175 0.23
H 10.90604 -17.86550 -2.01732 0.31
H 11.78874 -19.84751 -3.16214 0.33
H 13.54226 -19.64636 -3.60231 0.30
H 12.30960 -19.64879 -4.84645 0.35
H 13.63691 -17.30752 -5.28815 0.57
H 13.29408 -14.84110 -6.29705 -0.03
H 14.85568 -14.87738 -5.45957 0.64
H 13.71745 -13.59631 -5.05398 -1.45
```

=====

2.
Density functional theory data (wB97M-V/def2-TZVPD) for a structure of composition C36H45BrCsN4OP2S4Sb.

- HOMO: -2.0 eV
- Net charge: -2
- Gap between HOMO and LUMO: 5.3 eV
- LUMO energy: 3.38 eV
- Energy relative to the best compared isomer or geometry (same formula, charge and spin): 1.9 kcal/mol

Geometry as XYZ:
```
95
Properties=species:S:1:pos:R:3:mulliken_charge:R:1
Cs 0.33390 0.31920 1.14074 1.36
C 1.79839 5.43764 -0.79251 -1.67
C 1.51454 4.12524 -0.06793 1.10
C 2.82971 3.39864 0.20598 -1.44
P 0.31839 2.96625 -0.91733 0.98
C -1.00739 4.12164 -1.51574 0.25
C -1.99155 3.34926 -2.38858 -1.78
C -1.71898 4.70009 -0.29164 -1.55
C 1.23461 2.50722 -2.43565 0.65
C 1.33708 3.37321 -3.51846 -0.20
C 2.10336 3.08449 -4.64066 -1.02
C 2.80821 1.88758 -4.65656 -0.88
C 2.72663 1.00138 -3.60421 -0.13
C 1.91155 1.24209 -2.46531 -2.33
N 1.69491 0.31434 -1.50514 1.48
C 2.61856 -0.63835 -1.20726 -1.62
C 4.00865 -0.36547 -1.16535 -0.22
C 4.93244 -1.31013 -0.78128 -0.79
C 4.52816 -2.59052 -0.41559 -0.98
C 3.17607 -2.88765 -0.44307 -0.32
C 2.21051 -1.95512 -0.81994 0.70
P 0.42746 -2.37813 -0.89427 1.34
C 0.27906 -3.89367 0.17557 0.51
C 0.56092 -3.53227 1.63758 -1.31
C -1.14408 -4.43869 0.03925 -1.57
C 0.25965 -3.07317 -2.62445 0.39
C 0.49972 -1.95284 -3.63290 -1.59
C 1.13749 -4.27902 -2.93922 -1.64
H 2.48560 6.04897 -0.20125 0.51
H 0.89373 6.02568 -0.95275 0.29
H 2.26504 5.25122 -1.76334 0.28
H 1.04179 4.34414 0.89755 -0.03
H 3.34358 3.15294 -0.72761 0.28
H 2.71307 2.47864 0.77989 0.12
H 3.48040 4.05219 0.79381 0.54
H -0.59189 4.94403 -2.10758 0.44
H -2.46688 2.56263 -1.80193 0.16
H -1.49582 2.88916 -3.24649 0.33
H -2.77995 4.01383 -2.75670 0.54
H -2.11018 3.90180 0.34503 0.23
H -2.55637 5.33193 -0.60285 0.45
H -1.05549 5.29555 0.33527 0.32
H 0.80361 4.31593 -3.48222 0.22
H 2.15891 3.78027 -5.46924 0.40
H 3.42789 1.63054 -5.51049 0.35
H 3.27562 0.06896 -3.65814 0.35
H 4.33434 0.63516 -1.42281 0.41
H 5.98299 -1.04127 -0.74896 0.34
H 5.25012 -3.33535 -0.10458 0.42
H 2.86274 -3.88469 -0.15733 0.17
H 0.98231 -4.67461 -0.13402 0.46
H -0.19314 -2.85808 2.05005 -0.11
H 1.53813 -3.06308 1.76340 0.28
H 0.55670 -4.43805 2.25234 0.58
H -1.86714 -3.65408 0.27539 0.05
H -1.30243 -5.26524 0.73758 0.46
H -1.34985 -4.80549 -0.96880 0.38
H -0.79468 -3.36968 -2.69093 0.53
H 1.54356 -1.63683 -3.61218 0.28
H -0.09881 -1.06903 -3.41036 0.17
H 0.26887 -2.29445 -4.64640 0.54
H 2.19002 -4.02413 -2.79686 0.23
H 1.00497 -4.59355 -3.97945 0.51
H 0.90718 -5.13356 -2.30034 0.30
S -0.53365 2.42180 6.62177 -0.68
Sb -0.50744 2.94753 4.42472 0.84
S -1.93601 1.70710 3.13750 -0.42
S 1.82322 1.93727 3.68956 -0.24
S -0.03912 5.01770 3.62234 -0.68
Br -2.22989 -3.41564 8.40087 -0.25
C -2.30632 -2.90946 6.56408 0.11
C -3.26841 -3.48614 5.75719 -0.59
C -3.33935 -3.11290 4.42284 -0.26
C -2.43367 -2.18587 3.91325 -0.68
C -1.44771 -1.64267 4.73665 0.09
C -1.39791 -1.98343 6.07518 -0.60
N -2.46933 -1.76580 2.57601 0.62
C -3.53662 -1.21545 2.17284 -0.63
C -3.67189 -0.71465 0.80380 0.71
C -4.90876 -0.27769 0.33369 -1.08
C -4.99801 0.19007 -0.96702 -0.40
C -3.85304 0.21734 -1.74524 -1.01
C -2.65953 -0.22211 -1.18015 -0.25
N -2.57057 -0.67851 0.05551 0.36
H -3.95721 -4.21296 6.16621 0.39
H -4.08464 -3.55217 3.77126 0.45
H -0.75642 -0.92056 4.32156 0.59
H -0.66857 -1.51935 6.72393 0.48
H -4.39933 -1.06237 2.83024 0.28
H -5.77128 -0.29824 0.98706 0.45
H -5.94296 0.54240 -1.36202 0.39
H -3.86495 0.59439 -2.75902 0.44
H -1.72851 -0.19786 -1.74069 0.36
O 2.05432 -0.56242 3.30869 -0.24
N 1.36700 0.24502 3.88466 -0.06
```

=====

3.
Density functional theory data (wB97M-V/def2-TZVPD) for a structure of composition C36H45BrFeN8O3S in a non-equilibrium geometry.

- HOMO (spin up / spin down): -10.3 / -10.2 eV
- Net charge: +1
- Gap between HOMO and LUMO (spin up / spin down): 8.2 / 6.7 eV
- LUMO energy (spin up / spin down): -2.13 / -3.51 eV
- Energy relative to the best compared isomer or geometry (same formula, charge and spin): 8.5 kcal/mol
- Multiplicity: 6

Geometry as XYZ:
```
95
Properties=species:S:1:pos:R:3:mulliken_charge:R:1
Fe 0.12290 -0.12613 -0.60000 1.02
C 4.53879 -0.01232 -0.32626 -2.37
C 3.22130 -0.43395 -0.91714 1.25
O 2.20549 0.14261 -0.48530 -0.06
C 3.16628 -1.46262 -1.91580 0.99
C 4.35052 -2.02549 -2.45196 -1.16
C 4.31188 -3.01357 -3.39193 -1.00
C 3.05793 -3.50492 -3.81123 -0.59
C 1.89536 -2.98831 -3.30771 -1.31
C 1.90405 -1.92423 -2.36933 0.27
O 0.78017 -1.40999 -1.99318 0.48
H 4.34593 0.70169 0.47006 0.41
H 5.16486 0.46545 -1.08180 0.46
H 5.07967 -0.86956 0.07502 0.42
H 5.31079 -1.64739 -2.12634 0.45
H 5.22358 -3.41126 -3.81450 0.44
H 3.01472 -4.29825 -4.54711 0.47
H 0.92878 -3.36069 -3.62410 0.47
C 0.78361 0.26663 5.30450 -0.94
C -0.60469 0.65861 4.81395 -0.91
N -0.57375 1.80885 3.90938 0.24
C -0.81841 3.12277 4.51854 -0.66
C -2.30121 3.46165 4.54398 -1.15
C -0.32654 1.70037 2.60053 0.32
S -0.00832 0.10711 1.97701 0.00
N -0.33350 2.83315 1.89973 -0.32
C -0.13876 2.86132 0.59214 -0.62
O 0.01621 1.88582 -0.19299 0.08
C -0.11005 4.22715 -0.01282 0.56
C -0.61980 5.32630 0.67104 -0.42
C -0.61335 6.57782 0.07372 -0.68
C -0.09144 6.73767 -1.20289 -0.53
C 0.43624 5.64619 -1.88149 -0.67
C 0.42505 4.39543 -1.28673 -0.25
H 0.71285 -0.58730 5.97939 0.38
H 1.25420 1.09233 5.84047 0.36
H 1.42114 -0.00842 4.46475 0.17
H -1.23533 0.93217 5.65952 0.49
H -1.06945 -0.18010 4.29751 0.38
H -0.27745 3.86544 3.94104 0.41
H -0.40891 3.09521 5.52896 0.43
H -2.67860 3.56740 3.52610 0.26
H -2.46263 4.40038 5.07483 0.37
H -2.87527 2.68150 5.04737 0.39
H -1.02621 5.18688 1.66321 0.42
H -1.01625 7.43178 0.60235 0.42
H -0.09492 7.71417 -1.67062 0.40
H 0.85244 5.77423 -2.87285 0.44
H 0.84511 3.53676 -1.79096 0.48
C -2.80707 -4.71474 1.79139 -0.74
C -3.02631 -3.74127 0.65475 -0.57
N -1.94913 -2.76752 0.66999 0.37
C -0.64900 -3.05921 0.94489 -0.36
N 0.27180 -2.19050 0.62105 0.67
C 1.65412 -2.44516 1.04154 -0.98
C 1.73107 -3.34025 2.25934 -0.70
C 0.94762 -4.59716 1.96563 -0.71
N -0.41272 -4.22997 1.61458 0.23
C -1.41209 -5.28959 1.66265 -0.68
H -3.54582 -5.51537 1.76752 0.40
H -2.89734 -4.18388 2.74138 0.29
H -3.96706 -3.20333 0.77122 0.37
H -3.06030 -4.28233 -0.29923 0.34
H -2.06471 -1.92104 0.14450 -0.03
H 2.11638 -1.48326 1.25593 0.40
H 2.20514 -2.90265 0.21218 0.08
H 1.28630 -2.82596 3.11570 0.22
H 2.76741 -3.58360 2.49515 0.43
H 0.90525 -5.24671 2.84062 0.48
H 1.42372 -5.15932 1.15260 0.23
H -1.18549 -5.92530 2.51839 0.37
H -1.34752 -5.91377 0.76188 0.27
Br -2.32016 2.63674 -2.52729 -0.03
C -0.71399 2.21948 -3.43685 -0.06
C -0.47139 2.91273 -4.61489 -0.64
C 0.68815 2.62685 -5.30939 -0.52
C 1.56361 1.68933 -4.78620 -1.00
C 1.23271 1.06883 -3.59841 -0.46
N 0.09513 1.30452 -2.92615 0.61
H -1.17716 3.65296 -4.96189 0.51
H 0.90366 3.13231 -6.24182 0.44
H 2.49157 1.44746 -5.28496 0.52
H 1.90311 0.35339 -3.15071 0.51
C -2.14647 -1.43962 -3.11230 -1.04
C -2.72123 -0.65371 -1.98989 0.11
N -2.09153 -0.23147 -0.89951 1.28
C -3.02463 0.42983 -0.12022 -0.58
C -4.22234 0.40552 -0.74407 -1.28
N -4.01427 -0.28689 -1.91966 0.14
H -1.08019 -1.57752 -2.95415 -0.44
H -2.30291 -0.92143 -4.06058 0.46
H -2.62769 -2.41735 -3.18075 0.48
H -2.74919 0.88158 0.81818 0.36
H -5.17565 0.82781 -0.48045 0.50
H -4.70842 -0.47983 -2.62177 0.22
```